Entry 1:
The ion C4H2IOS with charge -1 at a distorted geometry, computed with ωB97M-V/def2-TZVPD.

Each line ends with the Mulliken charge.
Geometry (Å):
S 3.575 -1.587 -0.176  -0.56
C 2.392 -0.467 0.021  0.02
C 1.329 0.152 -0.049  -0.16
O 0.484 1.112 -0.189  -0.42
C -0.816 0.959 0.004  0.08
C -1.361 -0.190 0.391  -0.64
I -3.465 -0.576 -0.151  -0.09
H -1.472 1.764 -0.239  0.40
H -0.666 -1.167 0.389  0.37

Properties
Structure (SMILES): [S-]C#CO/C=C/I
Net charge: -1
Molecular weight: 225.03 g/mol
2S+1: 1
Frontier orbital gap: 5.13 eV
Energy above the lowest of the compared OMol25 structures with the same formula, charge and spin: 58.48 kcal per mole
LUMO energy: 2.4 eV

Entry 2:
The molecule C18H26N2O5S, computed with ωB97M-V/def2-TZVPD.

Each line ends with the Mulliken charge.
Geometry (Å):
O -4.853 -1.189 1.715  -0.66
C -4.379 -1.352 0.611  0.52
C -3.900 -2.734 0.133  -0.45
O -2.825 -2.666 -0.781  -0.54
C -1.715 -1.965 -0.416  0.20
C -1.440 -1.549 0.886  -0.48
C -0.338 -0.748 1.126  -1.22
C 0.485 -0.377 0.084  0.55
S 1.772 0.811 0.403  1.37
O 1.188 1.920 1.109  -0.82
O 2.466 1.090 -0.823  -0.70
N 2.724 0.040 1.543  -0.23
C 3.927 -0.684 1.179  -0.29
C 3.625 -1.766 0.132  0.03
C 4.895 -1.844 -0.709  -0.86
C 5.295 -0.376 -0.835  -0.48
C 5.049 0.189 0.565  -0.90
C 0.253 -0.831 -1.202  -0.03
C -0.838 -1.633 -1.452  -0.78
N -4.260 -0.389 -0.322  -0.09
C -4.329 1.017 0.002  -1.41
C -2.910 1.576 0.179  0.83
C -2.838 3.088 0.383  -0.79
C -1.459 3.405 -0.192  -0.32
C -1.377 2.424 -1.360  -0.43
O -2.159 1.292 -0.999  -0.39
H -3.655 -3.343 1.011  0.33
H -4.711 -3.225 -0.412  0.36
H -2.092 -1.809 1.704  0.46
H -0.125 -0.380 2.117  0.44
H 2.852 0.664 2.324  0.33
H 4.284 -1.152 2.104  0.50
H 3.351 -2.715 0.591  0.38
H 2.798 -1.428 -0.489  -0.25
H 4.725 -2.319 -1.673  0.39
H 5.667 -2.402 -0.176  0.33
H 6.325 -0.244 -1.162  0.42
H 4.631 0.122 -1.541  0.16
H 4.739 1.232 0.522  0.29
H 5.952 0.120 1.174  0.38
H 0.915 -0.520 -1.995  0.58
H -1.061 -1.983 -2.447  0.43
H -3.742 -0.595 -1.165  0.34
H -4.838 1.540 -0.811  0.39
H -4.896 1.123 0.928  0.36
H -2.433 1.058 1.025  0.03
H -2.941 3.366 1.429  0.40
H -3.620 3.581 -0.198  0.34
H -1.357 4.438 -0.514  0.46
H -0.678 3.171 0.531  0.00
H -1.796 2.857 -2.279  0.38
H -0.353 2.094 -1.554  0.15

Properties
Structure (SMILES): O=C(COc1ccc(S(=O)(=O)NC2CCCC2)cc1)NC[C@@H]1CCCO1
Molecular weight: 382.48 g/mol
2S+1: 1
Frontier orbital gap: 9.62 eV
Energy above the lowest of the compared OMol25 structures with the same formula, charge and spin: 26.07 kcal per mole
LUMO energy: 0.6 eV

Entry 3:
A structure of composition C36H46IrN6S at a distorted geometry, computed with ωB97M-V/def2-TZVPD.

Each line ends with the Mulliken charge.
Geometry (Å):
Ir 0.094 -0.001 -0.360  5.41
N -1.415 0.807 -1.986  -0.58
C -1.862 -0.208 -2.958  -0.75
C -2.203 -1.471 -2.220  -0.71
N -1.042 -1.892 -1.437  -0.63
C -1.347 -2.934 -0.449  -1.11
C -1.955 -2.280 0.767  -0.52
N -1.015 -1.270 1.267  -1.20
H -2.222 1.176 -1.491  -0.33
H -0.992 1.592 -2.473  0.30
H -1.053 -0.388 -3.659  0.28
H -2.734 0.129 -3.521  0.56
H -2.520 -2.242 -2.927  0.47
H -3.035 -1.290 -1.539  0.42
H -0.330 -2.236 -2.075  0.33
H -0.413 -3.430 -0.178  0.31
H -2.028 -3.693 -0.841  0.54
H -2.183 -3.036 1.521  0.58
H -2.886 -1.786 0.501  0.31
H -0.258 -1.742 1.753  0.18
H -1.484 -0.660 1.939  0.04
C 0.622 -1.082 5.219  -2.08
C 1.722 -2.144 5.166  2.02
C 2.907 -1.671 6.021  -1.72
C 1.153 -3.458 5.731  -1.69
C 2.200 -2.412 3.743  -0.48
C 3.141 -3.438 3.512  -0.38
C 3.579 -3.768 2.248  -1.23
C 3.049 -3.068 1.166  0.73
S 3.396 -3.244 -0.526  -0.35
C 2.297 -1.964 -0.866  0.08
N 1.712 -1.452 0.177  0.22
C 2.128 -2.044 1.364  -1.37
C 1.723 -1.701 2.658  0.47
C 2.060 -1.411 -2.167  0.71
C 2.663 -1.892 -3.332  -0.43
C 2.495 -1.207 -4.519  -1.07
C 1.756 -0.029 -4.532  -0.81
C 1.136 0.429 -3.373  -0.68
C 1.246 -0.289 -2.200  -0.19
H 0.321 -0.931 6.255  0.51
H -0.263 -1.401 4.659  0.23
H 0.969 -0.121 4.833  0.46
H 2.579 -1.505 7.047  0.47
H 3.308 -0.733 5.633  0.39
H 3.714 -2.404 6.039  0.36
H 0.697 -3.278 6.705  0.46
H 1.925 -4.215 5.859  0.36
H 0.389 -3.861 5.063  0.37
H 3.548 -3.983 4.353  0.49
H 4.318 -4.542 2.094  0.46
H 1.075 -0.845 2.794  0.55
H 3.263 -2.794 -3.295  0.52
H 2.958 -1.568 -5.427  0.46
H 1.649 0.534 -5.450  0.50
H 0.598 1.367 -3.413  0.62
C -0.293 4.493 3.667  -1.38
C -0.294 2.972 3.473  -0.65
C -1.667 2.424 3.148  0.83
C -2.622 2.452 4.161  -0.70
C -3.889 1.934 3.980  -1.25
C -4.210 1.339 2.772  -0.79
C -3.284 1.263 1.743  1.21
C -3.721 0.708 0.415  1.41
C -4.329 1.800 -0.476  -1.37
C -2.004 1.830 1.915  -1.33
N -1.058 1.826 0.853  0.68
C -0.441 2.915 0.538  -0.64
C 0.741 2.880 -0.185  -0.27
C 1.593 3.907 -0.603  -1.07
C 2.750 3.293 -1.075  -1.06
C 2.560 1.919 -0.937  -0.45
N 1.353 1.666 -0.404  0.60
H 0.710 4.827 3.930  0.43
H -0.966 4.788 4.471  0.38
H -0.601 5.019 2.762  0.31
H 0.036 2.518 4.410  0.45
H 0.433 2.704 2.707  0.21
H -2.360 2.903 5.110  0.51
H -4.623 1.986 4.773  0.44
H -5.207 0.943 2.614  0.51
H -4.483 -0.057 0.586  0.82
H -2.865 0.240 -0.066  -2.19
H -5.223 2.208 -0.007  0.38
H -4.630 1.395 -1.447  0.39
H -3.633 2.628 -0.630  0.32
H -0.839 3.883 0.843  0.75
H 1.385 4.964 -0.537  0.58
H 3.634 3.767 -1.465  0.51
H 3.252 1.132 -1.195  0.56

Properties
Net charge: +2
Molecular weight: 787.09 g/mol
2S+1: 2
Frontier orbital gap (alpha / beta): 6.75 / 5.81 eV
Energy above the lowest of the compared OMol25 structures with the same formula, charge and spin: 50.03 kcal per mole
LUMO energy (alpha / beta): -6.3 / -7.3 eV

Entry 4:
The molecule C5H5ClN2 at a distorted geometry, computed with ωB97M-V/def2-TZVPD.

Each line ends with the Mulliken charge.
Geometry (Å):
H 0.693 3.592 -1.076  0.20
N 0.883 3.006 -1.857  -0.64
C 0.574 1.832 -1.550  0.18
N -0.062 1.391 -0.409  -0.24
C -0.110 0.078 0.052  0.44
C 0.585 -0.962 -0.659  -0.77
C 1.088 -1.755 -1.397  0.32
C -0.820 -0.185 1.160  -0.53
Cl -0.873 -1.750 1.991  -0.17
H 0.857 0.980 -2.169  0.28
H -0.506 2.116 0.149  0.19
H 1.580 -2.403 -2.100  0.42
H -1.438 0.645 1.577  0.33

Properties
Structure (SMILES): [H]/N=C\N/C(C#C)=C/Cl
Molecular weight: 128.56 g/mol
2S+1: 1
Frontier orbital gap: 9.21 eV
Energy above the lowest of the compared OMol25 structures with the same formula, charge and spin: 54.08 kcal per mole
LUMO energy: 0.6 eV